{"formula": "C29H51N7O7S3", "method": "ωB97M-V/def2-TZVPD", "smiles": "O=S1(=O)CCCC1.O=S1(=O)CCCC1.O=S1(=O)CCCC1.CC(C)=O.CC#N.CC#N.CC#N.CC#N.CC#N.CC#N.CC#N", "spin_multiplicity": 1, "homo_energy_ha": -0.355, "homo_lumo_gap_ha": 0.3680, "species": ["O", "S", "O", "C", "C", "C", "C", "H", "H", "H", "H", "H", "H", "H", "H", "O", "S", "O", "C", "C", "C", "C", "H", "H", "H", "H", "H", "H", "H", "H", "O", "S", "O", "C", "C", "C", "C", "H", "H", "H", "H", "H", "H", "H", "H", "C", "C", "C", "O", "H", "H", "H", "H", "H", "H", "C", "C", "N", "H", "H", "H", "C", "C", "N", "H", "H", "H", "C", "C", "N", "H", "H", "H", "C", "C", "N", "H", "H", "H", "C", "C", "N", "H", "H", "H", "C", "C", "N", "H", "H", "H", "C", "C", "N", "H", "H", "H"], "xyz": [[0.78, 9.12, 1.07], [-0.58, 9.25, 0.63], [-1.03, 8.63, -0.60], [-1.62, 8.89, 2.07], [-1.93, 10.31, 2.64], [-2.23, 11.26, 1.55], [-1.09, 11.00, 0.56], [-0.95, 8.16, 2.53], [-2.55, 8.48, 1.67], [-2.78, 10.36, 3.31], [-1.03, 10.73, 3.10], [-2.42, 12.30, 1.80], [-3.19, 10.86, 1.22], [-0.28, 11.64, 0.90], [-1.35, 11.42, -0.42], [-2.64, -0.32, 0.24], [-1.48, -1.04, 0.88], [-1.64, -2.40, 1.32], [-0.09, -0.98, -0.25], [1.17, -0.94, 0.75], [0.77, -0.24, 2.06], [-0.68, -0.10, 2.27], [-0.15, -0.06, -0.82], [-0.13, -1.80, -0.96], [1.55, -1.92, 1.04], [1.97, -0.44, 0.20], [1.30, 0.71, 2.05], [1.13, -0.79, 2.93], [-1.01, 0.86, 1.89], [-1.16, -0.26, 3.23], [6.21, -2.04, -10.83], [5.97, -2.14, -9.39], [7.01, -2.75, -8.53], [5.60, -0.47, -8.72], [4.16, -0.65, -8.41], [3.73, -2.06, -8.03], [4.34, -2.93, -9.14], [5.85, 0.19, -9.55], [6.32, -0.24, -7.93], [3.83, 0.06, -7.66], [3.76, -0.45, -9.41], [2.65, -2.05, -7.89], [4.19, -2.23, -7.06], [3.82, -2.69, -10.07], [4.36, -4.01, -9.01], [-3.55, 0.68, 10.87], [-2.06, 0.81, 10.50], [-1.40, 2.22, 10.50], [-1.43, -0.17, 10.08], [-3.78, -0.14, 11.55], [-4.31, 0.81, 10.10], [-3.82, 1.58, 11.43], [-1.78, 2.69, 9.59], [-0.31, 2.29, 10.52], [-1.83, 2.74, 11.35], [2.81, -6.35, 7.33], [2.60, -7.26, 8.47], [2.42, -7.99, 9.38], [1.93, -5.74, 7.11], [2.90, -7.10, 6.54], [3.72, -5.75, 7.43], [7.58, 7.40, -2.65], [6.98, 6.08, -2.41], [6.54, 5.02, -2.18], [8.20, 7.54, -1.76], [6.86, 8.22, -2.61], [8.22, 7.30, -3.53], [-6.41, -7.26, -1.61], [-5.19, -6.96, -2.40], [-4.27, -6.78, -3.10], [-6.92, -8.13, -2.03], [-6.91, -6.30, -1.53], [-5.98, -7.60, -0.66], [0.21, -8.52, 1.37], [-0.29, -9.94, 1.59], [-0.71, -10.96, 1.71], [0.03, -7.96, 2.29], [-0.28, -8.11, 0.49], [1.23, -8.69, 1.02], [-8.28, 3.92, 3.56], [-7.10, 4.06, 4.35], [-6.12, 4.13, 4.93], [-9.07, 4.24, 4.24], [-8.49, 2.88, 3.29], [-8.43, 4.47, 2.63], [-6.39, -1.51, -6.65], [-7.19, -2.75, -6.80], [-7.85, -3.67, -6.84], [-7.01, -0.77, -7.14], [-5.36, -1.64, -6.98], [-6.48, -1.28, -5.59], [6.41, -8.27, -4.60], [6.36, -7.40, -3.45], [6.36, -6.72, -2.58], [5.83, -7.84, -5.42], [5.92, -9.15, -4.19], [7.44, -8.59, -4.73]]}

***

{"formula": "C3H4O3S", "method": "ωB97M-V/def2-TZVPD", "spin_multiplicity": 1, "homo_energy_ha": -0.370, "homo_lumo_gap_ha": 0.3998, "species": ["C", "C", "C", "O", "O", "O", "S", "H", "H", "H", "H"], "xyz": [[-1.13, -0.27, -0.01], [-0.22, 0.91, 0.33], [0.10, -0.39, 0.87], [1.03, -0.65, -2.18], [0.81, 1.30, -0.68], [1.29, -0.81, 0.30], [1.71, 0.06, -1.14], [-2.08, -0.53, 0.50], [-1.09, -0.78, -0.94], [-0.27, 1.72, 1.04], [-0.16, -0.57, 1.91]]}

***

{"formula": "C3H3ClOS", "method": "ωB97M-V/def2-TZVPD", "smiles": "ClC1=CC1.O=S", "spin_multiplicity": 1, "homo_energy_ha": [-0.330, -0.330], "homo_lumo_gap_ha": [0.2728, 0.2727], "species": ["Cl", "C", "C", "C", "H", "H", "H", "O", "S"], "xyz": [[2.63, -1.36, -0.13], [1.42, -0.28, -0.18], [0.39, 0.28, -0.82], [0.62, 0.76, 0.60], [-0.38, 0.17, -1.47], [1.21, 1.79, 0.69], [0.08, 0.55, 1.45], [-2.60, -1.39, 0.35], [-3.37, -0.52, -0.49]]}

***

{"formula": "C2H3IN2O", "method": "ωB97M-V/def2-TZVPD", "spin_multiplicity": 1, "homo_energy_ha": -0.319, "homo_lumo_gap_ha": 0.3342, "species": ["C", "C", "N", "N", "O", "I", "H", "H", "H"], "xyz": [[-0.39, -0.75, 0.35], [-1.29, -0.16, -0.44], [1.74, 0.64, 0.11], [1.46, 1.59, 0.61], [0.90, -0.72, -0.06], [-3.35, -0.14, 0.07], [-0.53, -1.00, 1.43], [-0.84, 0.29, -1.43], [2.30, 0.25, -0.64]]}

***

{"formula": "C18H25N5O3S", "method": "ωB97M-V/def2-TZVPD", "smiles": "CC(C)Cc1nc(SCC(=O)N2CCCC2)c2c(=O)n(C)c(=O)n(C)c2n1", "spin_multiplicity": 1, "homo_energy_ha": -0.321, "homo_lumo_gap_ha": 0.3205, "species": ["C", "C", "C", "C", "C", "N", "C", "S", "C", "C", "O", "N", "C", "C", "C", "C", "C", "C", "O", "N", "C", "C", "O", "N", "C", "C", "N", "H", "H", "H", "H", "H", "H", "H", "H", "H", "H", "H", "H", "H", "H", "H", "H", "H", "H", "H", "H", "H", "H", "H", "H", "H"], "xyz": [[-5.68, -0.96, -0.10], [-4.16, -0.81, -0.10], [-3.58, -1.23, 1.25], [-3.78, 0.63, -0.43], [-2.31, 0.82, -0.62], [-1.63, -0.13, -1.24], [-0.34, 0.04, -1.44], [0.49, -1.29, -2.26], [-0.07, -2.58, -1.08], [0.50, -2.15, 0.26], [-0.21, -1.61, 1.10], [1.81, -2.34, 0.45], [2.77, -2.86, -0.51], [4.11, -2.79, 0.23], [3.91, -1.59, 1.16], [2.47, -1.79, 1.62], [0.33, 1.20, -1.03], [1.77, 1.39, -1.11], [2.56, 0.60, -1.57], [2.20, 2.60, -0.58], [3.62, 2.90, -0.63], [1.41, 3.57, 0.01], [1.89, 4.60, 0.43], [0.06, 3.30, 0.09], [-0.81, 4.26, 0.74], [-0.48, 2.15, -0.38], [-1.78, 1.96, -0.20], [-6.12, -0.31, 0.66], [-6.10, -0.69, -1.07], [-5.96, -1.98, 0.13], [-3.74, -1.46, -0.88], [-3.94, -0.57, 2.04], [-2.49, -1.18, 1.24], [-3.88, -2.24, 1.50], [-4.26, 0.93, -1.36], [-4.11, 1.32, 0.35], [0.32, -3.53, -1.45], [-1.15, -2.57, -1.05], [2.80, -2.22, -1.40], [2.51, -3.88, -0.81], [4.26, -3.70, 0.82], [4.94, -2.67, -0.45], [4.00, -0.67, 0.58], [4.62, -1.57, 1.98], [2.41, -2.50, 2.45], [1.97, -0.86, 1.92], [4.10, 2.14, -1.24], [3.77, 3.89, -1.06], [4.04, 2.90, 0.38], [-1.57, 4.59, 0.04], [-1.29, 3.80, 1.60], [-0.19, 5.11, 1.06]]}

***

{"formula": "C23H46Cl14O3P", "method": "ωB97M-V/def2-TZVPD", "spin_multiplicity": 1, "homo_energy_ha": -0.079, "charge": -1, "homo_lumo_gap_ha": 0.1476, "species": ["C", "C", "P", "C", "C", "O", "C", "C", "C", "C", "O", "C", "O", "H", "H", "H", "H", "H", "H", "H", "H", "H", "H", "H", "H", "H", "H", "H", "H", "H", "H", "Cl", "C", "C", "Cl", "H", "H", "H", "H", "Cl", "C", "C", "Cl", "H", "H", "H", "H", "Cl", "C", "C", "Cl", "H", "H", "H", "H", "Cl", "C", "C", "Cl", "H", "H", "H", "H", "Cl", "C", "C", "Cl", "H", "H", "H", "H", "Cl", "C", "C", "Cl", "H", "H", "H", "H", "Cl", "C", "C", "Cl", "H", "H", "H", "H"], "xyz": [[-4.09, -1.23, 4.14], [-3.20, 0.01, 3.56], [-2.64, -0.24, 1.71], [-2.89, -2.07, 1.16], [-0.75, 0.22, 1.58], [-0.30, -0.53, 0.36], [0.08, -0.24, 2.91], [-0.22, -1.72, 3.50], [0.67, -2.94, 2.85], [-0.28, -4.31, 2.71], [-0.27, -5.09, 3.98], [-1.68, -5.41, 4.32], [-2.16, -5.40, 5.59], [-3.43, -2.22, 4.10], [-5.01, -1.41, 3.42], [-4.39, -1.07, 5.27], [-3.92, 0.96, 3.57], [-2.30, 0.24, 4.27], [-1.96, -2.55, 0.65], [-3.29, -2.78, 2.00], [-3.75, -2.03, 0.33], [-0.07, -1.47, 0.60], [-0.19, 0.54, 3.78], [1.24, -0.03, 2.68], [0.08, -1.69, 4.66], [-1.34, -2.07, 3.49], [1.24, -2.67, 1.87], [1.52, -3.24, 3.64], [0.07, -4.98, 1.79], [-1.42, -4.03, 2.52], [-2.49, -5.68, 3.49], [0.11, -0.81, -4.31], [-1.63, -0.78, -3.92], [-1.90, -1.17, -2.47], [-1.56, -2.89, -2.16], [-2.15, -1.44, -4.61], [-1.97, 0.25, -4.10], [-2.95, -1.00, -2.23], [-1.30, -0.57, -1.78], [-6.09, -2.95, -2.28], [-6.95, -1.46, -1.82], [-6.14, -0.21, -2.14], [-4.71, -0.06, -1.09], [-7.20, -1.53, -0.76], [-7.89, -1.45, -2.39], [-6.76, 0.68, -1.97], [-5.81, -0.20, -3.18], [3.24, -2.53, -1.85], [4.20, -2.62, -3.34], [4.59, -1.25, -3.86], [3.19, -0.33, -4.47], [3.62, -3.18, -4.08], [5.10, -3.20, -3.11], [5.29, -1.35, -4.70], [5.08, -0.65, -3.09], [-7.15, 3.95, -3.58], [-8.25, 3.75, -2.19], [-7.55, 3.94, -0.86], [-6.39, 2.63, -0.51], [-8.71, 2.75, -2.27], [-9.05, 4.49, -2.31], [-8.28, 3.94, -0.05], [-7.01, 4.89, -0.83], [10.45, -0.70, -6.06], [8.83, -0.44, -6.76], [7.76, -0.27, -5.69], [7.46, -1.79, -4.80], [8.61, -1.28, -7.42], [8.90, 0.46, -7.37], [6.82, 0.02, -6.16], [8.04, 0.50, -4.97], [3.37, -0.07, 4.01], [3.29, 1.63, 4.56], [3.46, 2.61, 3.41], [5.11, 2.59, 2.74], [4.06, 1.77, 5.33], [2.31, 1.76, 5.03], [3.27, 3.63, 3.76], [2.76, 2.40, 2.59], [4.10, 6.31, 2.54], [5.33, 5.92, 1.31], [6.27, 7.09, 1.05], [5.45, 8.44, 0.23], [4.81, 5.61, 0.40], [5.89, 5.06, 1.68], [7.08, 6.77, 0.39], [6.71, 7.46, 1.97]]}

***

{"formula": "C5H9NO", "method": "ωB97M-V/def2-TZVPD", "spin_multiplicity": 1, "homo_energy_ha": -0.314, "homo_lumo_gap_ha": 0.3417, "species": ["C", "C", "N", "C", "C", "C", "O", "H", "H", "H", "H", "H", "H", "H", "H", "H"], "xyz": [[0.69, 1.20, 1.56], [1.61, 0.48, 0.61], [1.54, -0.95, 0.40], [1.15, -0.06, -0.71], [-0.22, 0.04, -1.25], [-2.23, -1.07, -1.15], [-1.02, -0.68, -0.49], [0.62, 2.26, 1.29], [1.09, 1.14, 2.58], [-0.32, 0.78, 1.54], [2.63, 0.86, 0.60], [0.68, -1.31, 0.82], [1.87, -0.02, -1.53], [-2.26, -0.55, -2.10], [-3.10, -0.86, -0.53], [-2.13, -2.15, -1.30]]}

***

{"formula": "C21H53N3O7Si2", "method": "ωB97M-V/def2-TZVPD", "spin_multiplicity": 1, "homo_energy_ha": -0.318, "homo_lumo_gap_ha": 0.3454, "species": ["C", "C", "C", "C", "N", "Si", "O", "Si", "C", "C", "C", "O", "C", "C", "O", "H", "H", "H", "H", "H", "H", "H", "H", "H", "H", "H", "H", "H", "H", "H", "H", "H", "H", "H", "H", "H", "H", "H", "C", "O", "C", "C", "N", "C", "C", "O", "C", "H", "H", "H", "H", "H", "H", "H", "H", "H", "H", "H", "H", "H", "H", "H", "C", "O", "C", "C", "N", "C", "C", "O", "C", "H", "H", "H", "H", "H", "H", "H", "H", "H", "H", "H", "H", "H", "H", "H"], "xyz": [[1.45, -0.80, 2.85], [0.03, -0.82, 2.06], [-0.19, 0.63, 1.35], [-0.43, 0.37, -0.20], [-1.05, 1.51, -0.94], [-0.14, 3.03, -0.79], [1.46, 2.87, -1.47], [2.72, 3.10, -0.31], [4.25, 2.01, -0.76], [3.70, 0.90, -1.79], [4.58, -0.45, -1.79], [4.75, -0.96, -0.44], [3.76, -1.94, -0.15], [4.09, -3.33, 0.56], [2.58, -1.69, -0.42], [2.26, -1.28, 2.20], [1.27, -1.44, 3.79], [1.73, 0.23, 3.22], [-0.84, -1.11, 2.73], [0.18, -1.56, 1.20], [-1.05, 1.17, 1.87], [0.78, 1.20, 1.57], [-1.18, -0.50, -0.26], [0.52, -0.03, -0.71], [-0.96, 1.25, -1.95], [0.05, 3.38, 0.64], [-0.83, 4.17, -1.42], [2.21, 2.83, 1.05], [3.21, 4.50, -0.25], [5.04, 2.63, -1.31], [4.76, 1.57, 0.15], [3.73, 1.38, -2.83], [2.63, 0.58, -1.58], [4.02, -1.22, -2.42], [5.61, -0.21, -2.23], [3.73, -4.14, -0.15], [5.20, -3.44, 0.75], [3.46, -3.40, 1.50], [0.37, -0.13, -8.71], [1.60, 0.09, -8.03], [1.56, 1.19, -7.13], [1.60, 0.72, -5.68], [0.35, 0.06, -5.30], [0.42, -0.66, -4.03], [1.41, -1.83, -3.91], [1.09, -2.96, -4.71], [1.50, -2.86, -6.07], [0.55, -0.85, -9.51], [-0.38, -0.56, -8.03], [-0.02, 0.79, -9.15], [0.71, 1.85, -7.32], [2.47, 1.78, -7.32], [1.77, 1.57, -5.02], [2.45, 0.04, -5.58], [0.09, -0.60, -6.02], [-0.59, -1.06, -3.85], [0.62, 0.06, -3.23], [1.38, -2.18, -2.88], [2.45, -1.51, -4.08], [2.43, -2.30, -6.18], [0.70, -2.42, -6.67], [1.66, -3.88, -6.44], [-6.24, -1.84, 6.05], [-6.40, -0.44, 5.87], [-6.16, 0.31, 7.06], [-4.86, 1.10, 6.96], [-3.70, 0.22, 7.01], [-2.44, 0.87, 6.64], [-2.32, 1.45, 5.22], [-2.29, 0.47, 4.19], [-3.57, 0.00, 3.79], [-6.63, -2.34, 5.16], [-5.18, -2.11, 6.15], [-6.80, -2.20, 6.92], [-6.19, -0.31, 7.96], [-6.99, 1.03, 7.13], [-4.81, 1.82, 7.78], [-4.89, 1.67, 6.02], [-3.84, -0.56, 6.38], [-1.65, 0.12, 6.76], [-2.23, 1.66, 7.36], [-1.35, 1.96, 5.16], [-3.07, 2.22, 5.01], [-4.34, 0.77, 3.85], [-3.85, -0.88, 4.38], [-3.49, -0.33, 2.74]]}

***

| no. | E_tot (a.u.) |
| --- | --- |
| 1 | -3239.8645 |
| 2 | -740.5306 |
| 3 | -1049.5378 |
| 4 | -560.2936 |
| 5 | -1598.6979 |
| 6 | -7913.4862 |
| 7 | -325.7683 |
| 8 | -2101.7814 |